Record 1
C25H44N5O13 | ωB97M-V/def2-TZVPD

Properties
Frontier orbital gap (eV): 8.865
Total charge: +1
2S+1: 1
E_tot (eV): -60701.5602

Element x y z (Å)
1 C -1.415310 -1.533198 -3.806251
2 N -1.294982 -0.348392 -4.687083
3 C -0.904135 0.870811 -3.992634
4 C 0.611740 1.044422 -3.894073
5 C 1.358435 -0.268454 -3.613278
6 N 2.444769 0.240787 -2.707125
7 C 1.735299 1.064818 -1.914809
8 N 1.644073 1.076126 -0.628562
9 C 2.330604 0.181119 0.289542
10 C 1.362407 -0.696094 1.071007
11 O 1.601314 -0.949910 2.249524
12 N 0.259245 -1.162141 0.311721
13 C -0.018580 -2.603794 0.501096
14 C -0.923056 -0.354973 0.653563
15 N 0.944049 1.917650 -2.700213
16 H -1.507432 -1.246357 -2.758126
17 H -0.547823 -2.170152 -3.926767
18 H -2.281384 -2.102787 -4.113254
19 H -2.240856 -0.183310 -4.993405
20 H -1.277159 1.709051 -4.569979
21 H -1.347843 0.980823 -3.001390
22 H 0.988599 1.481328 -4.806578
23 H 1.708876 -0.840897 -4.454453
24 H 0.751913 -0.896690 -2.972968
25 H 3.060647 -0.449146 -2.301355
26 H 1.038312 1.785170 -0.247989
27 H 3.019727 -0.484726 -0.212989
28 H 2.915977 0.790995 0.955931
29 H -1.069104 -2.724155 0.675768
30 H 0.203821 -3.153244 -0.405480
31 H 0.533955 -3.057120 1.313894
32 H -0.653755 0.691945 0.750684
33 H -1.645817 -0.441134 -0.146853
34 H -1.370359 -0.677697 1.589167
35 H 1.572662 2.635795 -3.047781
36 C 3.115420 4.581991 0.322049
37 C 4.045764 3.816864 -0.586749
38 C 5.504017 4.160382 -0.426702
39 O 6.021189 3.893925 -1.740957
40 C 5.008763 4.042910 -2.626205
41 O 5.124447 4.057530 -3.802286
42 O 3.817094 4.150612 -1.969049
43 H 3.163675 5.649424 0.108704
44 H 2.079437 4.272477 0.169303
45 H 3.377222 4.411908 1.365863
46 H 3.886514 2.741921 -0.474888
47 H 6.001388 3.541454 0.311861
48 H 5.673677 5.213817 -0.190764
49 C 2.849500 2.237605 5.702889
50 C 3.784092 1.488717 4.788599
51 C 5.252778 1.804559 4.971817
52 O 5.777260 1.582027 3.648531
53 C 4.779646 1.770701 2.777969
54 O 4.914111 1.838166 1.592468
55 O 3.592787 1.876397 3.405674
56 H 2.918355 3.311650 5.528104
57 H 1.816871 1.942244 5.521859
58 H 3.089964 2.031021 6.744783
59 H 3.604020 0.413349 4.854586
60 H 5.748968 1.155787 5.687241
61 H 5.429468 2.847009 5.243226
62 C -5.561178 -3.857002 3.421215
63 C -4.526648 -4.580775 2.597834
64 C -3.099350 -4.405402 3.063117
65 O -2.355691 -4.537713 1.838597
66 C -3.179105 -4.171708 0.823331
67 O -2.831018 -3.983473 -0.296098
68 O -4.448094 -4.040478 1.263137
69 H -5.396654 -2.779505 3.383258
70 H -6.561060 -4.047992 3.034860
71 H -5.523094 -4.186878 4.458738
72 H -4.780801 -5.639846 2.511909
73 H -2.784606 -5.162684 3.775702
74 H -2.910295 -3.413410 3.481054
75 C -6.252594 -2.285804 -1.290722
76 C -5.040584 -1.570902 -1.830627
77 C -4.810535 -0.181842 -1.274301
78 O -4.142588 0.476048 -2.363328
79 C -4.522745 -0.141677 -3.508301
80 O -4.296594 0.259550 -4.602494
81 O -5.185206 -1.284199 -3.234155
82 H -7.162397 -1.742028 -1.544957
83 H -6.334679 -3.281036 -1.724876
84 H -6.187223 -2.384936 -0.207183
85 H -4.147429 -2.192975 -1.710778
86 H -4.182881 -0.171788 -0.386116
87 H -5.742202 0.347534 -1.065244

Forces on the atoms, in the same order (eV/Å):
0.31 0.48 -0.60
-0.23 -0.17 0.69
0.19 0.06 -0.40
-0.47 -0.33 0.12
0.17 0.51 0.73
-0.13 -0.80 0.35
0.31 0.47 -1.15
0.60 -0.14 0.08
-0.29 0.43 0.47
0.38 -0.24 2.07
-0.40 0.15 -2.27
0.22 -0.27 0.42
0.13 0.10 -0.33
0.20 0.07 -0.34
-0.16 -0.51 -0.30
-0.12 -0.06 0.28
0.10 -0.31 0.12
-0.24 -0.20 0.03
-0.07 0.19 -0.51
-0.17 0.19 -0.09
-0.01 -0.21 0.35
0.21 0.27 -0.13
0.27 0.16 -0.34
-0.19 -0.31 -0.16
-0.12 -0.10 0.13
-0.05 0.19 0.06
0.07 -0.06 -0.36
0.29 0.10 0.40
-0.35 -0.16 0.15
0.10 -0.03 -0.24
0.11 0.15 0.31
-0.02 0.22 0.02
-0.23 -0.03 -0.18
-0.06 -0.03 0.27
-0.04 0.48 0.27
-0.20 0.05 -0.23
-0.27 0.25 0.29
0.30 -0.10 -0.01
-0.19 0.13 0.03
0.11 -0.09 0.27
-0.03 -0.01 -0.32
-0.03 -0.15 0.00
0.09 0.02 0.03
0.00 -0.01 0.04
0.03 -0.05 0.00
0.16 -0.01 0.02
0.10 -0.11 -0.14
-0.14 0.03 -0.04
-0.20 0.14 -0.27
-0.11 0.11 0.34
0.07 -0.08 0.05
0.03 0.08 0.08
-0.04 -0.04 0.26
-0.06 -0.04 -0.24
0.01 -0.08 -0.05
0.11 0.01 0.05
0.01 -0.06 0.04
0.03 -0.04 0.01
0.04 -0.02 -0.09
0.09 -0.08 -0.13
-0.06 0.02 -0.01
-0.13 0.17 -0.27
-0.17 0.09 0.33
0.16 -0.16 0.09
-0.22 0.15 -0.10
-0.20 -0.23 0.44
0.13 0.15 -0.32
0.05 -0.03 -0.10
0.10 0.00 0.07
-0.01 -0.06 0.04
0.02 -0.04 0.00
0.07 -0.01 -0.05
0.11 -0.05 -0.11
-0.08 0.02 -0.02
-0.15 -0.02 -0.25
-0.11 -0.21 0.32
0.06 0.01 0.03
0.00 0.03 0.06
-0.25 -0.38 0.24
0.19 0.19 -0.23
0.12 0.15 -0.09
0.01 0.10 0.04
0.06 -0.02 0.06
0.08 -0.02 -0.01
-0.01 0.05 0.00
0.10 0.06 -0.08
-0.05 -0.04 -0.02

These are the Löwdin partial charges, in e, on atoms 1 to 5: atom 1 (C): -0.108, atom 2 (N): -0.072, atom 3 (C): -0.196, atom 4 (C): -0.228, atom 5 (C): -0.064


Record 2
C3H10NO | ωB97M-V/def2-TZVPD

Properties
Frontier orbital gap (alpha / beta) (eV): 10.076 / 8.433
ΔE to the lowest compared entry with this formula, charge and spin (kcal/mol): 37.6
2S+1: 2
E_tot (eV): -6807.1150

Element x y z (Å)
1 C 2.575924 -0.384469 0.484983
2 C -1.047706 -0.236006 -0.689709
3 C -1.964129 0.587469 0.168407
4 O -3.325408 -0.091142 0.520619
5 N 1.655656 0.664952 0.067719
6 H 2.788225 -1.256534 -0.132474
7 H 3.557935 0.002098 0.640778
8 H -1.229195 -0.094839 -1.796501
9 H -0.822814 -1.348758 -0.319665
10 H -1.595266 0.901496 1.139375
11 H -2.312560 1.496612 -0.440048
12 H -3.403189 -0.881795 0.065940
13 H 2.208391 -0.930858 1.430086
14 H 0.771920 0.404657 -0.430715
15 H 2.142216 1.167118 -0.708794

Forces on the atoms, in the same order (eV/Å):
-1.26 -2.09 1.56
-1.56 -2.41 0.00
-2.49 0.48 -0.97
2.34 3.18 1.02
0.51 0.90 -1.98
-0.46 0.04 -0.99
0.50 0.70 0.56
0.63 -0.34 1.30
-0.24 2.65 -0.89
0.28 -0.11 -0.07
0.76 -1.13 1.06
-0.03 -2.44 -1.56
0.53 1.30 -0.98
0.93 -0.53 0.97
-0.42 -0.18 0.98

These are the Löwdin partial charges, in e, on atoms 1 to 5: atom 1 (C): -0.225, atom 2 (C): -0.022, atom 3 (C): -0.253, atom 4 (O): -0.100, atom 5 (N): -0.072


Record 3
C3H12AgI2N2O2P2Si2 | ωB97M-V/def2-TZVPD

Properties
Frontier orbital gap (eV): 6.359
Total charge: +1
ΔE to the lowest compared entry with this formula, charge and spin (kcal/mol): 0.0
2S+1: 1
E_tot (eV): -64907.4640

Element x y z (Å)
1 C -1.593465 -1.388350 1.989972
2 C -0.425251 -2.158182 1.477253
3 I -0.637066 -4.242530 1.700023
4 C 0.634350 -1.578609 0.969485
5 I 2.315288 -2.712672 0.337720
6 Si 0.738319 0.271707 0.821357
7 O -0.572827 1.002894 0.179107
8 Si -1.196656 0.365055 -1.264039
9 N -0.044380 -0.059515 -2.457798
10 P -2.499858 1.971220 -2.143850
11 O -1.833859 2.573776 -3.309063
12 P 2.578999 0.993209 -0.242900
13 N 3.560397 1.541573 0.880570
14 H -2.423518 -2.058126 2.112225
15 H -1.920387 -0.609404 1.316789
16 H -1.395722 -0.923669 2.946388
17 H 0.936586 0.842978 2.218285
18 H -2.017923 -0.818799 -0.946256
19 H 0.580982 -0.821832 -2.219620
20 H 0.453895 0.733235 -2.851672
21 H -3.743009 1.397075 -2.489026
22 H -2.737804 2.919883 -1.123511
23 H 3.116632 -0.043525 -1.027554
24 H 2.149237 2.033394 -1.095125
25 H 4.445078 1.042814 0.826978
26 Ag 1.531963 -0.273600 3.394264

Forces on the atoms, in the same order (eV/Å):
-0.51 -0.08 -0.08
-1.10 -1.19 0.70
0.02 0.28 -0.03
1.78 0.25 -0.66
-0.15 0.39 0.09
-0.23 0.15 -1.16
0.01 -0.63 -0.06
-0.75 -0.05 -0.19
0.17 0.42 0.96
-0.09 0.36 -0.15
0.78 0.36 -0.84
1.12 0.75 0.84
-0.19 -0.86 0.14
-0.46 -0.13 0.24
0.06 0.20 -0.19
0.11 0.06 0.44
-0.31 0.90 -0.18
0.21 -0.11 0.17
-0.02 -0.08 -0.41
-0.04 -0.21 -0.35
-0.12 -0.05 0.53
-0.38 -0.33 0.23
-0.43 0.12 -0.39
-0.23 -0.36 -0.30
0.14 0.33 0.17
0.61 -0.51 0.49

These are the Löwdin partial charges, in e, on atoms 1 to 5: atom 1 (C): -0.183, atom 2 (C): -0.937, atom 3 (I): 0.938, atom 4 (C): -0.966, atom 5 (I): 0.874